Version P
This record from the Open Molecules 2025 dataset describes the ion C7H16N4OS with charge +2. The level of theory is ωB97M-V with the def2-TZVPD basis set.

The value obtained for the HOMO energy is -16.1 eV. The net charge is +2. The SMILES is [H]/N=C(\CC)NC(=[NH2+])CC(=[NH2+])OSC. Its LUMO energy is -0.2898 Ha.

Structure (XYZ):
```
29
C7H16N4OS, DFT ωB97M-V with the def2-TZVPD basis set
H 0.15 -1.81 -1.68
N 0.20 -1.08 -0.97
C 1.03 -1.37 -0.01
C 2.10 -2.48 0.06
C 2.32 -2.97 1.47
N 0.85 -0.69 1.13
C 0.03 0.29 1.54
N 0.03 0.84 2.72
C -1.13 0.76 0.68
C -0.73 1.70 -0.39
N 0.55 2.06 -0.68
O -1.58 2.07 -1.27
S -1.42 2.97 -2.73
C -3.18 3.40 -2.95
H 1.60 -3.33 -0.45
H 3.03 -2.22 -0.38
H 1.46 -3.48 2.10
H 2.62 -2.12 2.09
H 2.99 -3.78 1.58
H 1.55 -1.04 1.82
H -0.62 1.60 2.98
H 0.81 0.75 3.39
H -1.94 1.25 1.23
H -1.41 -0.10 0.15
H 1.17 1.72 0.04
H 0.89 2.95 -1.11
H -3.65 3.91 -2.18
H -3.78 2.44 -3.21
H -3.15 4.14 -3.76
```

Mulliken atomic charge list, values in e, 5 entries: atom 1 (H): 0.238, atom 2 (N): -0.572, atom 3 (C): 0.526, atom 4 (C): -0.332, atom 5 (C): -1.367

***

Version Q
This record from the Open Molecules 2025 dataset describes the ion C7H16N4OS with charge +2. The level of theory is ωB97M-V with the def2-TZVPD basis set.

The value obtained for the HOMO energy is -16.6 eV. The net charge is +2. Its LUMO energy is -0.2828 Ha.

Structure (XYZ):
```
29
C7H16N4OS, DFT ωB97M-V with the def2-TZVPD basis set
C -0.86 0.96 -0.42
C -0.43 -1.50 -0.35
C -1.56 -0.48 -0.33
C 1.19 0.17 0.67
C -2.50 -0.61 0.94
C 1.32 0.25 2.17
C 3.03 1.33 -1.40
N 0.33 1.20 0.08
N 0.72 -1.14 0.30
N -0.54 -2.75 -0.84
N -1.57 1.91 -1.02
O 3.23 -1.17 -0.41
S 3.18 0.19 0.06
H -2.11 -0.52 -1.28
H -2.20 -0.12 1.84
H -2.82 -1.70 1.15
H -3.47 -0.17 0.47
H 2.06 -0.53 2.63
H 0.44 -0.20 2.67
H 1.49 1.34 2.37
H 3.73 0.95 -2.15
H 3.20 2.39 -1.06
H 2.00 1.32 -1.80
H 0.71 2.12 -0.14
H 1.46 -1.84 0.26
H -1.40 -2.97 -1.35
H 0.25 -3.24 -1.09
H -2.48 1.60 -1.21
H -1.19 2.84 -0.95
```

Mulliken atomic charge list, values in e, 5 entries: atom 1 (C): 0.405, atom 2 (C): 0.000, atom 3 (C): -0.103, atom 4 (C): -0.172, atom 5 (C): -1.082

***

Quick one: most stable of them? version Q

***

Version P
This record from the Open Molecules 2025 dataset describes a cluster of 8 separate species, C32H48O24 in total. The level of theory is ωB97M-V with the def2-TZVPD basis set.

The value obtained for the HOMO energy is -10.6 eV. The net charge is 0. The SMILES is C[C@H]1COC(=O)O1.C[C@H]1COC(=O)O1.C[C@H]1COC(=O)O1.C[C@H]1COC(=O)O1.C[C@H]1COC(=O)O1.C[C@H]1COC(=O)O1.C[C@H]1COC(=O)O1.C[C@H]1COC(=O)O1. Its LUMO energy is -0.0017 Ha.

Structure (XYZ):
```
104
C32H48O24, DFT ωB97M-V with the def2-TZVPD basis set
C 15.60 21.20 -0.23
C 14.21 21.39 0.36
C 13.48 22.75 0.07
O 12.31 22.25 -0.55
C 12.23 20.94 -0.63
O 11.28 20.32 -1.08
O 13.35 20.38 -0.14
H 16.14 20.40 0.28
H 16.29 22.05 -0.23
H 15.49 20.89 -1.27
H 14.27 21.25 1.44
H 14.02 23.40 -0.63
H 13.20 23.28 0.98
C 21.38 18.34 -7.31
C 21.15 19.79 -7.77
C 19.67 20.29 -7.67
O 19.78 21.43 -6.89
C 21.01 21.55 -6.39
O 21.33 22.35 -5.51
O 21.85 20.59 -6.91
H 22.46 18.25 -7.16
H 21.01 17.65 -8.07
H 20.79 18.19 -6.41
H 21.39 19.80 -8.83
H 19.09 19.49 -7.21
H 19.25 20.52 -8.65
C 18.58 10.93 7.54
C 18.79 10.89 5.99
C 19.38 12.14 5.29
O 20.60 11.66 4.79
C 20.71 10.37 4.97
O 21.70 9.71 4.61
O 19.74 9.89 5.78
H 19.52 10.83 8.08
H 17.94 10.11 7.86
H 18.06 11.82 7.91
H 17.89 10.58 5.46
H 19.48 12.94 6.03
H 18.74 12.53 4.50
C 24.49 19.69 -0.04
C 24.12 19.32 1.45
C 24.90 18.19 1.97
O 25.51 18.68 3.17
C 25.11 19.93 3.38
O 25.44 20.59 4.34
O 24.48 20.35 2.34
H 25.56 19.85 -0.12
H 23.95 20.63 -0.18
H 24.10 18.95 -0.75
H 23.06 19.06 1.52
H 25.66 17.99 1.22
H 24.28 17.31 2.13
C 27.93 13.63 -8.16
C 28.00 13.88 -9.65
C 27.66 12.73 -10.58
O 26.63 13.31 -11.45
C 26.26 14.47 -11.04
O 25.30 15.10 -11.49
O 26.98 14.82 -9.99
H 28.78 13.08 -7.77
H 27.04 13.07 -7.87
H 27.87 14.58 -7.63
H 28.98 14.27 -9.95
H 27.31 11.87 -10.02
H 28.51 12.46 -11.20
C 19.21 16.53 10.61
C 19.22 17.71 9.68
C 20.60 18.37 9.50
O 20.71 18.63 8.22
C 19.72 17.99 7.52
O 19.58 17.94 6.33
O 18.84 17.44 8.36
H 18.21 16.15 10.81
H 19.51 16.85 11.62
H 19.88 15.73 10.29
H 18.53 18.42 10.13
H 21.38 17.71 9.89
H 20.61 19.18 10.23
C 20.38 14.74 -1.05
C 21.27 13.56 -1.41
C 21.29 13.15 -2.82
O 22.63 13.24 -3.29
C 23.38 13.74 -2.34
O 24.59 13.99 -2.46
O 22.66 14.00 -1.30
H 20.49 15.54 -1.78
H 20.72 15.02 -0.05
H 19.33 14.48 -1.08
H 21.11 12.76 -0.68
H 20.66 13.82 -3.41
H 20.93 12.12 -2.88
C 19.87 9.81 -8.63
C 20.59 8.69 -9.31
C 21.79 9.17 -10.03
O 22.77 8.23 -9.66
C 22.43 7.43 -8.67
O 23.23 6.67 -8.04
O 21.09 7.69 -8.46
H 19.25 9.42 -7.82
H 19.25 10.38 -9.32
H 20.63 10.41 -8.14
H 20.04 8.12 -10.06
H 22.05 10.21 -9.84
H 21.70 9.14 -11.12
```

Mulliken atomic charge list, values in e, 5 entries: atom 1 (C): -1.330, atom 2 (C): 0.420, atom 3 (C): -0.329, atom 4 (O): -0.334, atom 5 (C): 0.687

***

Version Q
This record from the Open Molecules 2025 dataset describes a cluster of 8 separate species, C32H48O24 in total. The level of theory is ωB97M-V with the def2-TZVPD basis set.

The value obtained for the HOMO energy is -10.7 eV. The net charge is 0. The SMILES is C[C@H]1COC(=O)O1.C[C@H]1COC(=O)O1.C[C@H]1COC(=O)O1.C[C@H]1COC(=O)O1.C[C@H]1COC(=O)O1.C[C@H]1COC(=O)O1.C[C@H]1COC(=O)O1.C[C@H]1COC(=O)O1. Its LUMO energy is 0.0043 Ha.

Structure (XYZ):
```
104
C32H48O24, DFT ωB97M-V with the def2-TZVPD basis set
C 6.49 -1.31 0.65
C 6.10 -2.08 1.89
C 4.73 -2.76 1.91
O 4.99 -4.09 2.33
C 6.32 -4.31 2.35
O 6.81 -5.36 2.62
O 7.01 -3.20 2.02
H 6.41 -1.95 -0.23
H 7.49 -0.91 0.76
H 5.79 -0.48 0.49
H 6.15 -1.45 2.78
H 4.28 -2.75 0.91
H 4.06 -2.29 2.63
C 2.13 4.79 -0.21
C 0.83 4.17 -0.71
C -0.47 4.93 -0.39
O -1.17 4.85 -1.62
C -0.39 4.43 -2.61
O -0.67 4.37 -3.76
O 0.83 4.03 -2.12
H 2.21 4.71 0.87
H 2.22 5.83 -0.51
H 2.96 4.28 -0.71
H 0.77 3.17 -0.27
H -0.20 5.94 -0.06
H -1.00 4.49 0.44
C 2.15 0.44 -0.16
C 0.76 -0.13 -0.20
C 0.30 -0.80 1.12
O -0.73 0.07 1.59
C -1.08 0.94 0.65
O -2.02 1.68 0.72
O -0.23 0.89 -0.38
H 2.95 -0.29 -0.02
H 2.29 1.13 0.68
H 2.41 0.98 -1.07
H 0.63 -0.88 -0.98
H 1.04 -0.88 1.91
H -0.10 -1.79 0.94
C -0.23 -6.22 3.92
C 0.91 -5.31 3.57
C 0.79 -4.57 2.25
O 1.30 -3.27 2.50
C 1.35 -3.09 3.84
O 1.73 -2.11 4.40
O 0.90 -4.19 4.49
H -0.08 -6.65 4.91
H -0.31 -7.03 3.19
H -1.18 -5.69 3.95
H 1.85 -5.86 3.65
H -0.26 -4.53 1.94
H 1.31 -5.08 1.44
C 3.33 0.15 -6.76
C 1.99 0.82 -6.50
C 0.81 -0.15 -6.52
O 0.46 -0.32 -5.14
C 1.07 0.63 -4.40
O 0.82 0.83 -3.26
O 1.95 1.31 -5.14
H 3.63 -0.54 -5.98
H 4.09 0.88 -7.01
H 3.20 -0.45 -7.67
H 1.84 1.68 -7.14
H 1.10 -1.12 -6.93
H -0.08 0.18 -7.05
C -2.39 -2.31 -4.00
C -1.55 -2.26 -2.74
C -2.32 -2.07 -1.44
O -1.52 -2.84 -0.52
C -0.80 -3.74 -1.20
O -0.07 -4.54 -0.70
O -1.00 -3.59 -2.53
H -1.78 -2.56 -4.86
H -2.88 -1.36 -4.19
H -3.12 -3.12 -3.89
H -0.71 -1.56 -2.82
H -3.34 -2.45 -1.47
H -2.30 -1.03 -1.11
C -4.74 -1.88 3.25
C -3.48 -1.09 3.03
C -3.67 0.43 3.32
O -2.78 0.64 4.42
C -2.07 -0.44 4.70
O -1.25 -0.56 5.55
O -2.43 -1.50 3.88
H -5.04 -1.86 4.30
H -4.63 -2.94 3.00
H -5.59 -1.46 2.72
H -3.12 -1.09 1.99
H -4.70 0.61 3.61
H -3.32 1.00 2.46
C -3.97 4.20 0.96
C -3.86 5.46 0.12
C -5.18 6.19 -0.09
O -4.84 7.55 0.13
C -3.70 7.62 0.84
O -3.25 8.61 1.33
O -3.12 6.41 0.93
H -2.99 3.76 1.09
H -4.49 3.37 0.46
H -4.47 4.43 1.90
H -3.31 5.32 -0.81
H -5.92 5.88 0.65
H -5.62 6.06 -1.07
```

Mulliken atomic charge list, values in e, 5 entries: atom 1 (C): -1.401, atom 2 (C): 0.524, atom 3 (C): -0.114, atom 4 (O): -0.256, atom 5 (C): 0.529

***

Quick one: most stable of them? version Q

***

Version P
This record from the Open Molecules 2025 dataset describes an isolated molecule of C7H13NO. The level of theory is ωB97M-V with the def2-TZVPD basis set.

The value obtained for the HOMO energy is -9.2 eV. The net charge is 0. The SMILES is C=CC1([C@@H](N)CO)CC1. Its LUMO energy is 0.0288 Ha.

Structure (XYZ):
```
22
C7H13NO, DFT ωB97M-V with the def2-TZVPD basis set
C -2.52 -0.95 0.88
C -1.25 -1.29 0.66
C -0.35 -0.41 -0.20
C 0.33 0.67 0.61
N 1.06 0.08 1.65
C 1.12 1.70 -0.26
O 2.33 1.20 -0.83
C -0.80 -0.22 -1.62
C 0.23 -1.21 -1.32
H -3.10 -1.55 1.52
H -2.94 -0.03 0.50
H -0.71 -2.01 1.24
H -0.50 1.26 1.09
H 1.95 -0.31 1.22
H 1.35 0.68 2.51
H 1.27 2.64 0.36
H 0.48 1.99 -1.14
H 2.93 1.01 -0.12
H -0.49 0.73 -2.12
H -1.75 -0.69 -1.90
H 0.04 -2.29 -1.23
H 1.32 -1.03 -1.49
```

Mulliken atomic charge list, values in e, 5 entries: atom 1 (C): -0.800, atom 2 (C): -0.694, atom 3 (C): 0.554, atom 4 (C): 0.224, atom 5 (N): -0.635

***

Version Q
This record from the Open Molecules 2025 dataset describes an isolated molecule of C7H13NO. The level of theory is ωB97M-V with the def2-TZVPD basis set.

The value obtained for the HOMO energy is -9.3 eV. The net charge is 0. The SMILES is C=C(/C(C)=N\O)C(C)C. Its LUMO energy is 0.0367 Ha.

Structure (XYZ):
```
22
C7H13NO, DFT ωB97M-V with the def2-TZVPD basis set
C 1.71 0.61 1.19
C 0.64 0.13 0.51
C -0.09 -0.93 1.13
C 0.50 -2.32 0.96
N -1.15 -0.73 1.78
O -1.66 0.59 1.84
C 0.14 0.56 -0.83
C -0.64 -0.55 -1.51
C -0.64 1.91 -0.76
H 2.14 1.34 0.68
H 1.90 0.41 2.25
H 0.43 -2.99 1.77
H 1.59 -2.26 0.69
H -0.10 -2.63 0.15
H -2.44 0.40 2.38
H 1.14 0.78 -1.56
H -1.66 -0.57 -1.03
H -0.08 -1.44 -1.45
H -0.81 -0.23 -2.58
H -1.47 1.90 -0.11
H -1.08 2.20 -1.67
H 0.07 2.72 -0.34
```

Mulliken atomic charge list, values in e, 5 entries: atom 1 (C): -1.376, atom 2 (C): 0.471, atom 3 (C): 0.367, atom 4 (C): -1.339, atom 5 (N): -0.602

***

Version R
This record from the Open Molecules 2025 dataset describes an isolated molecule of C7H13NO. The level of theory is ωB97M-V with the def2-TZVPD basis set.

The value obtained for the HOMO energy is -8.0 eV. The net charge is 0. The SMILES is C=CN(O)C(C)(C)C=C. Its LUMO energy is 0.0327 Ha.

Structure (XYZ):
```
22
C7H13NO, DFT ωB97M-V with the def2-TZVPD basis set
C 0.84 -1.90 2.45
C 0.62 -0.78 1.75
N 0.27 -0.69 0.41
O 1.04 -1.51 -0.44
C -0.23 0.54 -0.26
C -1.18 1.31 0.68
C 0.93 1.46 -0.65
C -1.08 0.11 -1.47
C -0.63 -0.36 -2.65
H 1.10 -1.86 3.50
H 0.74 -2.88 1.99
H 0.69 0.17 2.26
H 0.53 -2.34 -0.46
H -1.66 2.15 0.17
H -1.97 0.66 1.07
H -0.65 1.74 1.54
H 0.56 2.37 -1.15
H 1.64 0.97 -1.33
H 1.50 1.77 0.23
H -2.15 0.21 -1.36
H -1.33 -0.63 -3.44
H 0.42 -0.52 -2.84
```

Mulliken atomic charge list, values in e, 5 entries: atom 1 (C): -0.926, atom 2 (C): 0.185, atom 3 (N): 0.209, atom 4 (O): -0.421, atom 5 (C): 1.455

***

Version S
This record from the Open Molecules 2025 dataset describes an isolated molecule of C7H13NO. The level of theory is ωB97M-V with the def2-TZVPD basis set.

The value obtained for the HOMO energy is -9.1 eV. The net charge is 0. The SMILES is C[C@@]12OCC[C@@H]1C[C@H]2N. Its LUMO energy is 0.0361 Ha.

Structure (XYZ):
```
22
C7H13NO, DFT ωB97M-V with the def2-TZVPD basis set
C 1.53 -1.37 -0.02
C 0.33 -0.62 0.15
O -0.65 -1.28 0.91
C -1.58 -0.32 1.33
C -0.73 0.79 1.87
C 0.38 0.75 0.76
C 0.02 1.40 -0.60
C -0.18 -0.08 -1.20
N 0.33 -0.56 -2.48
H 1.29 -2.33 -0.39
H 2.21 -0.80 -0.69
H 2.16 -1.53 0.89
H -2.24 -0.07 0.48
H -2.17 -0.87 2.13
H -1.22 1.77 1.96
H -0.40 0.45 2.83
H 1.30 1.02 1.15
H -0.83 2.13 -0.73
H 0.88 1.85 -1.16
H -1.31 -0.22 -1.24
H 1.23 0.11 -2.84
H -0.35 -0.22 -3.13
```

Mulliken atomic charge list, values in e, 5 entries: atom 1 (C): -1.727, atom 2 (C): 1.531, atom 3 (O): -0.539, atom 4 (C): -0.430, atom 5 (C): -0.853

***

Quick one: most stable of them? version S

***

Version P
This record from the Open Molecules 2025 dataset describes a cluster of 3 separate species, C2H5IO2S in total. The level of theory is ωB97M-V with the def2-TZVPD basis set.

The value obtained for the HOMO energy is -10.0 eV. The net charge is 0. Its LUMO energy is -0.0446 Ha.

Structure (XYZ):
```
11
C2H5IO2S, DFT ωB97M-V with the def2-TZVPD basis set
C -1.32 0.51 -2.36
C -1.95 0.63 -1.25
O 1.11 0.17 0.85
O 3.30 -0.80 0.55
S 2.46 0.35 0.41
I 1.24 -1.05 4.98
H -0.51 -0.34 -2.45
H 1.86 -2.00 3.91
H -1.59 1.23 -3.15
H -2.81 1.32 -1.09
H -1.77 -0.05 -0.40
```

Mulliken atomic charge list, values in e, 5 entries: atom 1 (C): -0.353, atom 2 (C): -0.460, atom 3 (O): -0.311, atom 4 (O): -0.371, atom 5 (S): 0.683

***

Version Q
This record from the Open Molecules 2025 dataset describes an isolated molecule of C2H5IO2S. The level of theory is ωB97M-V with the def2-TZVPD basis set.

The value obtained for the HOMO energy is -8.9 eV. The net charge is 0. Its LUMO energy is -0.0584 Ha.

Structure (XYZ):
```
11
C2H5IO2S, DFT ωB97M-V with the def2-TZVPD basis set
C 0.77 -1.09 -0.39
C 0.58 0.28 0.21
O -0.56 2.68 -0.31
O -1.87 0.07 1.43
S -0.45 1.36 -0.88
I -2.72 0.18 -0.21
H 1.37 -1.55 0.31
H -0.14 -1.76 -0.39
H 1.40 -1.23 -1.36
H 1.58 0.76 0.40
H 0.04 0.30 1.19
```

Mulliken atomic charge list, values in e, 5 entries: atom 1 (C): -0.920, atom 2 (C): -0.414, atom 3 (O): -0.432, atom 4 (O): -0.677, atom 5 (S): 0.339

***

Quick one: most stable of them? version P